9
Properties=species:S:1:pos:R:3 method="wB97M-V/def2-TZVPD" smiles="NP(=[NH2+])(F)F" de_lowest_kj_mol=12.6 homo_energy_ev=-17.83 energy_ev=-17764.4050 homo_lumo_gap_ev=13.8 total_charge=+1
N 0.3947 1.0090 0.8149
P 0.5699 -0.5291 0.4204
N -0.2339 -1.2122 -0.7755
F 0.5229 -1.5093 1.5854
F 2.1699 -0.6964 0.1836
H 1.3463 1.3209 1.0348
H -0.1482 1.7972 0.4183
H -0.6167 -2.1287 -0.6344
H -0.6157 -0.4845 -1.3491